13
Properties=species:S:1:pos:R:3:forces:R:3:lowdin_charge:R:1 method="wB97M-V/def2-TZVPD" lumo_energy_ev="-5.21 / -4.17" total_charge=+1 relative_energy_kcal_mol=195.4
C -2.0723 -0.4779 -0.5842 1.58 -0.45 0.87 0.134
C 0.5908 -1.1247 -0.1563 -1.70 -1.65 -0.04 0.095
C -2.1868 0.5127 0.2348 3.22 -2.18 0.41 -0.061
C 1.6769 0.2555 -0.5571 0.96 -0.10 1.28 0.008
N 1.1494 -0.2186 0.7807 -0.51 1.95 -0.13 -0.047
H -3.0206 1.0788 0.2661 -2.69 2.12 0.35 0.030
H -2.2334 -1.3887 -1.1215 -0.14 0.29 -0.45 0.061
H -1.3835 0.6535 1.0285 -0.97 0.36 -0.89 0.064
H 1.1045 -0.5478 -1.2507 0.19 0.26 -0.22 0.098
H 1.3656 1.2753 -0.7842 -0.04 -0.26 -0.02 0.142
H 2.7303 -0.0280 -0.6330 -0.29 0.35 -0.26 0.141
H 1.7268 -0.5046 1.5694 0.84 -0.64 -0.54 0.187
H 0.5523 0.5145 1.2074 -0.46 -0.04 -0.35 0.147